No. 1
9
Properties=species:S:1:pos:R:3:nbo_charge:R:1 method="wB97M-V/def2-TZVPD" relative_energy_kj_mol=307.8 gap_ev=10.77 multiplicity=1 largest_force_ev_per_a=4.25 smiles="CN(F)C=O" molar_mass_da=77.1 e_tot_ev=-8391.058
F -1.437 -0.628 -0.638 -0.230
O 1.983 -0.476 -0.682 -0.551
N -0.219 -0.391 -0.070 -0.074
C -0.274 0.685 0.822 -0.450
C 0.850 -0.761 -0.912 0.510
H 0.283 -1.381 -1.628 0.132
H 0.353 0.467 1.660 0.229
H -0.055 1.672 0.406 0.200
H -1.483 0.813 1.042 0.234



No. 2
32
Properties=species:S:1:pos:R:3:nbo_charge:R:1 method="wB97M-V/def2-TZVPD" relative_energy_kj_mol=413.5 gap_ev=10.45 multiplicity=1 largest_force_ev_per_a=7.31 smiles=C[C@@H]1C(C)(C)[C@]1(Cl)C#C[Si](C)(C)C molar_mass_da=214.8 e_tot_ev=-32110.187
Cl 2.871 2.540 -0.168 0.037
Si -2.617 0.831 -0.008 1.520
C 2.280 0.924 -0.204 0.024
C 2.881 -0.135 -1.040 -0.228
C 2.075 -0.959 -1.955 -0.616
C 4.304 0.101 1.003 -0.621
C -0.766 0.826 0.078 -0.571
C -3.240 -0.993 -0.340 -1.036
C 0.415 0.807 -0.028 0.016
C -3.250 1.310 1.809 -1.062
C 2.130 -1.281 1.175 -0.609
C 2.931 -0.211 0.486 -0.109
C -3.121 2.208 -1.251 -1.064
H 4.766 1.067 0.721 0.237
H 2.457 -1.948 -1.960 0.214
H 4.912 -0.790 0.793 0.217
H 2.216 -0.673 -2.940 0.220
H -4.328 -1.033 0.069 0.232
H -3.084 -1.246 -1.339 0.229
H -4.387 1.133 1.870 0.227
H -3.992 2.806 -0.832 0.236
H 2.373 -2.214 0.881 0.210
H 1.117 -0.798 -1.832 0.226
H -2.958 0.565 2.496 0.231
H 1.126 -1.296 1.059 0.235
H -2.357 2.792 -1.502 0.235
H 4.479 0.239 2.157 0.218
H -3.392 1.884 -2.209 0.237
H -2.678 -1.603 0.252 0.226
H -2.919 2.383 1.967 0.241
H 2.193 -1.374 2.183 0.221
H 3.914 0.284 -1.497 0.227



No. 3
8
Properties=species:S:1:pos:R:3:nbo_charge:R:1 method="wB97M-V/def2-TZVPD" relative_energy_kj_mol=342.5 gap_ev=10.75 multiplicity=1 largest_force_ev_per_a=3.09 smiles="O=c1cno[nH]1" molar_mass_da=86.1 e_tot_ev=-9178.237
O -0.374 -0.742 1.343 -0.150
O 0.899 1.456 -0.917 -0.590
N -0.846 -1.295 0.249 -0.054
N 0.319 0.412 0.977 -0.329
C 0.353 0.532 -0.342 0.562
C -0.549 -0.660 -0.796 -0.112
H 1.138 0.610 1.606 0.425
H -0.879 -0.872 -1.873 0.249



No. 4
20
Properties=species:S:1:pos:R:3:nbo_charge:R:1 method="wB97M-V/def2-TZVPD" relative_energy_kj_mol=237.5 gap_ev=9.00 multiplicity=1 largest_force_ev_per_a=4.82 smiles=CC#C[C@]1(Br)CC1(C)C molar_mass_da=187.1 e_tot_ev=-78513.033
Br -2.782 0.061 -0.505 -0.213
C -0.063 -1.366 0.103 -0.065
C -0.641 -0.024 0.327 0.112
C -0.434 -0.921 1.484 -0.442
C 0.290 3.865 -0.437 -0.660
C 0.159 2.407 -0.100 0.115
C 1.459 -1.240 -0.209 -0.601
C -0.162 1.252 0.083 -0.148
C -0.723 -2.521 -0.535 -0.599
H 1.431 -0.363 -0.910 0.232
H 0.928 4.282 0.396 0.238
H -0.697 4.201 -0.412 0.243
H -0.171 -3.368 -0.207 0.213
H -1.781 -2.601 -0.452 0.243
H -1.282 -1.349 1.939 0.240
H 0.691 3.956 -1.371 0.231
H 1.884 -0.989 0.717 0.208
H 0.360 -0.610 2.185 0.222
H -0.284 -2.480 -1.586 0.215
H 1.816 -2.193 -0.511 0.217



No. 5
34
Properties=species:S:1:pos:R:3:nbo_charge:R:1 method="wB97M-V/def2-TZVPD" relative_energy_kj_mol=361.1 gap_ev=9.44 multiplicity=1 largest_force_ev_per_a=5.67 smiles="NC(=O)CC[C@H](NC(=O)[C@@H]1CCCN1)C(=O)O" molar_mass_da=243.3 e_tot_ev=-23304.213
O -3.309 -2.951 0.446 -0.618
O -1.291 3.040 0.781 -0.751
O 0.915 -1.269 -0.992 -0.582
O -2.529 2.863 -1.126 -0.547
N -1.431 -2.560 -0.851 -0.878
N 2.671 1.087 0.770 -0.641
N 0.108 0.782 -0.086 -0.667
C -2.311 -2.337 0.183 0.666
C 3.734 -1.274 0.283 -0.451
C 3.501 -0.303 -0.969 -0.434
C -1.996 -1.114 1.066 -0.509
C -1.789 2.323 -0.329 0.803
C 1.012 -0.163 -0.574 0.733
C -1.337 0.921 -0.389 -0.155
C 3.257 -0.125 1.383 -0.248
C 2.373 0.662 -0.620 -0.153
C -2.172 0.341 0.658 -0.417
H -3.103 0.418 0.205 0.225
H 4.655 -1.854 0.606 0.234
H 3.379 -1.030 -1.897 0.238
H 4.145 0.174 1.949 0.206
H 2.479 -0.537 2.065 0.199
H 4.413 0.337 -1.100 0.206
H 2.264 1.544 -1.233 0.229
H -1.468 -3.403 -1.336 0.392
H -2.074 1.004 1.491 0.228
H -0.476 -1.910 -0.809 0.426
H 0.538 1.338 0.629 0.445
H 3.127 -2.215 0.032 0.223
H -1.213 3.995 0.722 0.512
H -1.624 0.617 -1.471 0.254
H -0.997 -1.395 1.610 0.216
H 3.380 1.907 0.737 0.371
H -2.783 -1.193 1.944 0.247



No. 6
10
Properties=species:S:1:pos:R:3:nbo_charge:R:1 method="wB97M-V/def2-TZVPD" relative_energy_kj_mol=420.3 gap_ev=8.30 multiplicity=1 largest_force_ev_per_a=0.43 molar_mass_da=62.1 e_tot_ev=-6261.899
O -1.390 1.410 -0.487 -0.698
O 0.581 0.304 0.027 -0.574
C -0.835 0.173 -0.240 0.221
C 1.056 -1.160 0.850 -0.535
H -1.106 1.715 -1.359 0.479
H -1.301 -0.261 0.645 0.194
H 1.118 -1.766 -0.078 0.116
H 0.652 0.940 0.757 0.514
H 2.109 -0.835 0.971 0.121
H -0.884 -0.518 -1.087 0.162